{"formula": "C3H6O2S2", "method": "ωB97M-V with the def2-TZVPD basis set", "species": ["O", "C", "C", "S", "C", "S", "H", "H", "H", "H", "O", "H", "H"], "xyz": [[0.1888, 1.5433, -1.5090], [-0.0324, 0.4164, -1.1527], [-0.7590, 0.0825, 0.1027], [-0.8892, 1.4306, 1.2562], [-0.8571, -1.3262, 0.5439], [-2.2892, -0.8314, -0.4195], [0.1780, -0.4680, -1.7737], [-0.5413, 2.3118, 0.3076], [-0.2031, -2.0535, 0.0773], [-1.0513, -1.5031, 1.5953], [1.9540, -0.0652, 0.0228], [2.4481, 0.7617, -0.0024], [1.8536, -0.2991, 0.9516]], "nbo_charge": [-0.57, 0.44, -0.35, 0.01, -0.51, 0.14, 0.14, 0.17, 0.23, 0.24, -0.93, 0.49, 0.48], "e_homo_ev": -9.0, "lumo_energy_ha": 0.0163, "e_above_lowest_kcal_mol": 37.6, "smiles": "O=C[C@]1(S)CS1.O", "spin_multiplicity": 1, "max_force_ev_per_a": 0.939}

***

{"formula": "C29H59Br2NO13", "method": "ωB97M-V with the def2-TZVPD basis set", "species": ["C", "C", "O", "C", "C", "O", "H", "H", "H", "H", "H", "H", "H", "H", "C", "C", "O", "C", "C", "O", "H", "H", "H", "H", "H", "H", "H", "H", "C", "C", "O", "C", "C", "O", "H", "H", "H", "H", "H", "H", "H", "H", "C", "C", "O", "C", "C", "O", "H", "H", "H", "H", "H", "H", "H", "H", "C", "C", "O", "C", "C", "O", "H", "H", "H", "H", "H", "H", "H", "H", "C", "C", "O", "C", "C", "O", "H", "H", "H", "H", "H", "H", "H", "H", "C", "N", "C", "C", "O", "H", "H", "H", "H", "H", "H", "H", "Br", "C", "C", "Br", "H", "H", "H", "H"], "xyz": [[-0.1376, 1.2616, -1.4072], [0.4849, 1.1794, 0.0030], [0.3607, -0.1260, 0.4587], [-0.5672, -0.5200, 1.2581], [-0.5927, -1.9983, 1.3762], [-1.4512, 0.1968, 1.6962], [-0.0492, 2.2666, -1.8198], [-1.1954, 1.0283, -1.2852], [0.2800, 0.5935, -2.1604], [1.5292, 1.4914, 0.0201], [-0.0627, 1.8273, 0.6874], [0.4629, -2.2387, 1.5031], [-1.0384, -2.3400, 0.4421], [-1.2398, -2.2168, 2.2257], [3.9863, -1.5837, 1.2954], [3.4336, -1.2130, 2.6680], [2.9936, 0.1522, 2.6853], [1.9650, 0.4980, 3.4077], [1.7586, 2.0066, 3.4786], [1.2871, -0.2205, 4.1198], [3.1584, -1.6995, 0.5959], [4.3593, -2.6072, 1.3314], [4.7053, -0.8601, 0.9113], [2.6327, -1.9209, 2.8814], [4.1655, -1.4023, 3.4532], [1.6794, 2.3153, 2.4362], [2.5151, 2.6254, 3.9614], [0.8712, 2.2453, 4.0649], [-1.6520, -5.4102, 2.3771], [-3.0735, -4.8871, 2.6767], [-3.0355, -3.7600, 3.5287], [-4.2469, -3.2132, 3.9240], [-4.0725, -1.9035, 4.6983], [-5.4087, -3.5505, 3.6139], [-1.5876, -6.3582, 1.8430], [-1.1508, -5.5924, 3.3278], [-1.0307, -4.6566, 1.8932], [-3.8554, -4.8509, 1.9181], [-3.3465, -5.6968, 3.3534], [-5.0469, -1.4720, 4.9272], [-3.4850, -1.1845, 4.1272], [-3.4837, -2.1308, 5.5869], [-1.4957, 3.8628, -4.1850], [-1.4314, 2.4042, -4.5844], [-0.1016, 2.1658, -5.0214], [0.2400, 0.9510, -5.4810], [1.7571, 0.7876, -5.6571], [-0.5459, 0.0129, -5.7380], [-2.4250, 4.0006, -3.6324], [-1.5766, 4.5548, -5.0232], [-0.6805, 4.1506, -3.5211], [-1.6910, 1.7560, -3.7473], [-2.0992, 2.1656, -5.4122], [2.2368, 0.9971, -4.7010], [2.1632, 1.4320, -6.4368], [1.8986, -0.2610, -5.9190], [-0.4174, 4.5821, 1.1709], [-1.2624, 3.8149, 2.1593], [-1.8168, 4.7043, 3.1986], [-1.1473, 5.0457, 4.3082], [-1.9029, 5.9491, 5.2318], [-0.0151, 4.6622, 4.5749], [-1.1497, 5.2603, 0.7327], [0.0534, 3.9739, 0.3986], [0.3812, 5.1398, 1.6602], [-2.0462, 3.4152, 1.5158], [-0.7410, 2.9882, 2.6417], [-2.0189, 6.9508, 4.8178], [-1.4301, 5.9751, 6.2135], [-2.9188, 5.5599, 5.3004], [0.5548, -2.2954, -3.5402], [1.3698, -2.8669, -2.3945], [0.6636, -3.9428, -1.8628], [1.2037, -4.6715, -0.9192], [0.2587, -5.7865, -0.6207], [2.2585, -4.4675, -0.2725], [1.1113, -1.4382, -3.9193], [-0.4495, -1.9714, -3.2671], [0.5643, -2.9874, -4.3823], [2.3907, -3.0842, -2.7083], [1.4991, -2.1246, -1.6068], [0.7392, -6.5276, 0.0181], [0.1123, -6.2477, -1.5974], [-0.6222, -5.4156, -0.0968], [4.8344, 4.5119, -1.7143], [4.6897, 3.0418, -1.9767], [3.5015, 2.3897, -1.8880], [3.6119, 0.8679, -2.1517], [2.4624, 2.9001, -1.6999], [5.2052, 5.1722, -2.4983], [5.5339, 4.5618, -0.8799], [3.9204, 4.9797, -1.3487], [5.5084, 2.6161, -2.3875], [2.7300, 0.2594, -1.9514], [4.4736, 0.4569, -1.6257], [3.7599, 0.8075, -3.2299], [-2.9040, -4.1896, -1.0295], [-4.1002, -2.5973, -0.6926], [-4.5698, -2.2453, -2.1444], [-3.2265, -1.4941, -3.3783], [-3.4247, -1.8429, -0.2892], [-5.0050, -2.7554, -0.1057], [-5.3767, -1.5138, -2.1894], [-4.9145, -3.1747, -2.5976]], "mulliken_charge": [-0.90, 0.81, 0.31, -0.04, -0.09, -0.72, 0.13, 0.62, -0.07, 0.06, -0.70, 0.21, -0.01, 0.07, -0.59, -0.38, -0.27, 0.88, -0.87, -0.61, -0.12, 0.43, 0.26, 0.28, 0.41, 0.04, 0.46, 0.26, -0.84, -0.27, -0.23, 0.68, -0.82, -0.58, 0.40, 0.37, -0.07, 0.41, 0.31, 0.31, 0.13, 0.31, -1.37, 0.13, -0.27, 0.77, -0.63, -0.61, 0.38, 0.38, 0.27, 0.01, 0.44, -0.26, 0.41, 0.38, -0.93, 0.19, -0.40, 0.76, -1.13, -0.54, 0.34, 0.19, 0.28, 0.29, 0.02, 0.30, 0.31, 0.33, -0.53, 0.18, -0.15, 0.79, -0.34, -0.62, -0.10, -0.08, 0.52, 0.42, -0.26, 0.33, 0.36, -0.66, -0.92, -0.23, 0.84, -1.16, -0.53, 0.31, 0.34, 0.29, 0.22, -0.02, 0.44, 0.48, -0.10, -0.29, -0.84, -0.08, 0.11, 0.42, 0.45, 0.40], "e_homo_ev": -9.9, "lumo_energy_ha": 0.0168, "e_above_lowest_kcal_mol": 4.7, "smiles": "CCOC(C)=O.CCOC(C)=O.CCOC(C)=O.CCOC(C)=O.CCOC(C)=O.CCOC(C)=O.CNC(C)=O.BrCCBr", "spin_multiplicity": 1, "max_force_ev_per_a": 3.945}

***

{"formula": "C22H32CoNO6S2Sb", "method": "ωB97M-V with the def2-TZVPD basis set", "species": ["Co", "O", "S", "O", "O", "O", "C", "N", "C", "C", "C", "C", "C", "C", "C", "C", "H", "H", "H", "H", "H", "H", "H", "H", "H", "H", "H", "H", "C", "C", "Sb", "C", "C", "C", "C", "H", "H", "H", "H", "H", "H", "H", "H", "H", "H", "H", "H", "H", "H", "H", "O", "C", "O", "C", "C", "C", "C", "S", "C", "C", "H", "H", "H", "H", "H"], "xyz": [[0.2773, -0.2085, -0.8442], [-0.7242, -2.9631, 1.4988], [-0.3572, -1.8465, 0.6537], [-0.8386, -2.0190, -0.7510], [-0.9190, -0.5356, 1.1133], [1.1250, -1.6324, 0.5877], [-2.6229, 0.8556, -0.8170], [-1.5294, 1.0541, -1.7610], [-1.9521, 0.6731, -3.0976], [-1.0693, 2.4483, -1.7212], [0.0095, 2.6680, -0.6822], [0.1705, 3.9238, -0.1059], [1.2020, 4.1589, 0.7918], [2.0798, 3.1300, 1.0962], [1.9075, 1.8751, 0.5224], [0.8714, 1.6056, -0.3760], [-3.5133, 1.4385, -1.1170], [-2.2996, 1.1528, 0.1776], [-2.8719, -0.2036, -0.7689], [-2.8655, 1.2135, -3.4032], [-2.1500, -0.3986, -3.1187], [-1.1573, 0.8933, -3.8074], [-1.9212, 3.1280, -1.5497], [-0.6439, 2.6966, -2.6997], [-0.5255, 4.7232, -0.3547], [1.3187, 5.1388, 1.2435], [2.8967, 3.2938, 1.7929], [2.6128, 1.0872, 0.7693], [2.9036, 0.7350, 5.3467], [1.5731, -0.0088, 5.3627], [0.9118, -0.6021, 3.2747], [-0.8669, -1.4773, 4.2447], [-2.1374, -0.6466, 4.0996], [1.9770, -2.5349, 3.3528], [2.2278, -3.1523, 4.7229], [3.1661, 1.1420, 6.3322], [2.8689, 1.5642, 4.6368], [3.7078, 0.0659, 5.0331], [0.7955, 0.6555, 5.7550], [1.6370, -0.8515, 6.0557], [-0.6339, -1.6466, 5.2994], [-0.9921, -2.4271, 3.7308], [-2.0989, 0.2606, 4.7091], [-3.0199, -1.2257, 4.3946], [-2.2497, -0.3628, 3.0542], [2.9153, -2.4043, 2.8106], [1.3248, -3.1612, 2.7473], [2.9514, -2.5646, 5.2921], [2.6252, -4.1686, 4.6188], [1.3016, -3.2102, 5.2978], [3.6701, 2.8685, -7.9817], [4.1720, 2.8935, -6.6932], [5.1977, 3.5091, -6.5174], [3.4297, 2.1618, -5.6861], [2.1580, 1.5882, -5.8941], [1.5541, 0.8295, -4.9214], [2.1756, 0.5786, -3.6840], [1.5537, -0.6420, -2.6145], [3.4081, 1.2200, -3.4439], [4.0044, 1.9891, -4.4096], [2.9403, 2.2401, -8.0040], [1.6230, 1.7462, -6.8273], [0.5939, 0.3679, -5.1119], [3.8749, 1.0726, -2.4799], [4.9572, 2.4733, -4.2399]], "lowdin_spin": [2.61, 0.00, 0.00, 0.03, 0.05, 0.04, 0.00, 0.03, 0.00, 0.00, 0.01, 0.00, 0.00, 0.00, 0.01, 0.06, 0.00, 0.00, 0.00, 0.00, 0.00, 0.00, 0.00, 0.00, 0.00, 0.00, 0.00, 0.00, 0.00, 0.00, 0.00, 0.00, 0.00, 0.00, 0.00, 0.00, 0.00, 0.00, 0.00, 0.00, 0.00, 0.00, 0.00, 0.00, 0.00, 0.00, 0.00, 0.00, 0.00, 0.00, 0.00, 0.01, 0.01, 0.02, 0.00, 0.01, 0.02, 0.05, 0.01, 0.00, 0.00, 0.00, 0.00, 0.00, 0.00], "e_homo_ev": [-1.1, -2.2], "lumo_energy_ha": [0.1545, 0.1545], "e_above_lowest_kcal_mol": 33.7, "charge": -2, "spin_multiplicity": 4, "max_force_ev_per_a": 2.002}

***

{"formula": "C20H41N2P3SeSn", "method": "ωB97M-V with the def2-TZVPD basis set", "species": ["Sn", "P", "P", "P", "H", "C", "C", "H", "C", "C", "C", "C", "C", "C", "C", "C", "C", "H", "H", "H", "H", "H", "H", "H", "H", "H", "H", "H", "H", "H", "H", "H", "H", "H", "H", "H", "H", "H", "H", "H", "H", "H", "H", "H", "H", "H", "C", "C", "C", "C", "C", "C", "Se", "H", "H", "H", "H", "H", "H", "N", "C", "C", "N", "C", "H", "H", "H", "H"], "xyz": [[-3.3734, -0.0438, -0.2594], [-1.8004, -2.2208, 1.2655], [1.7043, -0.5442, 2.3823], [1.4496, -1.3155, -0.9207], [-4.1217, 1.5047, -2.6175], [-3.3256, 0.7432, -2.6790], [-2.0965, 0.7656, -1.9270], [-1.6084, 1.7252, -1.7799], [-3.2048, -2.3378, 2.4522], [-0.7552, -3.4392, 2.1462], [-2.4645, -3.3855, -0.0086], [2.9132, 0.8326, 2.5616], [0.8552, -0.3163, 4.0048], [2.8172, -1.9445, 2.8284], [0.9901, -1.1705, -2.6936], [1.6542, -3.1467, -0.8497], [3.2380, -0.9041, -1.0736], [-3.2726, 0.1882, -3.6370], [-1.3828, -0.0746, -2.0694], [-3.9122, -1.5485, 2.1941], [-2.8418, -2.1908, 3.4774], [-3.6964, -3.3173, 2.3742], [-0.3317, -2.9930, 3.0484], [0.0524, -3.7797, 1.4971], [-1.3610, -4.2995, 2.4467], [-3.0133, -2.8251, -0.7796], [-3.1346, -4.1134, 0.4743], [-1.6202, -3.9217, -0.4702], [3.5085, 0.7099, 3.4772], [2.3639, 1.7813, 2.5991], [3.5677, 0.8378, 1.6826], [1.5637, -0.3860, 4.8466], [0.0719, -1.0768, 4.1246], [0.3769, 0.6739, 4.0059], [3.3501, -1.7087, 3.7605], [3.5488, -2.1323, 2.0315], [2.2067, -2.8462, 2.9691], [1.7133, -1.7171, -3.3099], [0.9714, -0.1206, -3.0051], [-0.0041, -1.6006, -2.8522], [2.1972, -3.4607, -1.7543], [0.6732, -3.6427, -0.8209], [2.2286, -3.4399, 0.0406], [3.6473, -1.4537, -1.9326], [3.7850, -1.1838, -0.1632], [3.3624, 0.1695, -1.2470], [0.9271, 3.1440, -2.5251], [-0.2625, 3.6084, -3.1158], [-0.2500, 3.9698, -4.4576], [0.9261, 3.8998, -5.2192], [2.1130, 3.4761, -4.5957], [2.1247, 3.1088, -3.2548], [0.8538, 2.6240, -0.6665], [1.4972, 1.2793, -0.7956], [-1.1752, 3.7033, -2.5233], [-1.1715, 4.3025, -4.9315], [0.8678, 4.1579, -6.2810], [3.0489, 3.4151, -5.1521], [3.0576, 2.8024, -2.7760], [-2.0499, 3.3018, 2.1997], [-2.1820, 2.4242, 3.2667], [-2.4036, 1.1981, 2.7354], [-2.4569, 1.3175, 1.3442], [-2.2112, 2.5987, 1.0639], [-1.9646, 4.3165, 2.2590], [-2.2392, 2.7442, 4.2878], [-2.4690, 0.2218, 3.2054], [-2.0704, 3.0559, 0.0915]], "nbo_charge": [1.37, 0.73, 1.29, 1.18, 0.26, -0.13, -0.80, 0.32, -0.92, -0.91, -0.91, -0.95, -0.95, -0.95, -0.95, -0.94, -0.95, 0.29, 0.25, 0.22, 0.26, 0.28, 0.23, 0.23, 0.29, 0.21, 0.28, 0.25, 0.31, 0.27, 0.27, 0.31, 0.26, 0.26, 0.31, 0.26, 0.27, 0.31, 0.27, 0.25, 0.30, 0.26, 0.27, 0.30, 0.26, 0.27, -0.20, -0.27, -0.17, -0.16, -0.11, -0.25, 0.16, 0.01, 0.20, 0.25, 0.27, 0.25, 0.23, -0.47, -0.04, -0.09, -0.67, 0.23, 0.48, 0.28, 0.24, 0.24], "e_homo_ev": [-18.7, -18.9], "lumo_energy_ha": [-0.5700, -0.5606], "e_above_lowest_kcal_mol": 53.8, "charge": 4, "spin_multiplicity": 1, "max_force_ev_per_a": 4.589}

***

> Number 2 is which compound?

C29H59Br2NO13